A structure of composition C25H31BN3O3Ti. Source: the Open Molecules 2025 dataset; level of theory: ωB97M-V/def2-TZVPD.

Each line ends with the Mulliken spin population.
Positions of all 64 atoms, in Å:
Ti 0.13 -0.17 -0.11  1.03
C 4.19 1.64 -0.08  0.00
C 4.43 1.78 1.27  0.00
C 3.49 1.32 2.19  0.00
C 2.33 0.73 1.72  0.02
N 2.10 0.58 0.40  0.04
C 3.01 1.03 -0.48  -0.01
C 1.27 0.20 2.61  -0.01
C 1.29 0.25 4.00  -0.01
C 0.23 -0.32 4.69  0.02
C -0.82 -0.92 4.01  -0.01
C -0.78 -0.94 2.62  0.03
N 0.24 -0.38 1.97  -0.05
C -1.81 -1.54 1.73  0.01
C -2.98 -2.09 2.20  0.00
C -3.88 -2.64 1.29  0.01
C -3.57 -2.62 -0.06  0.00
C -2.38 -2.04 -0.45  0.01
N -1.51 -1.51 0.42  -0.01
H 4.89 1.98 -0.82  0.00
H 5.34 2.25 1.62  0.00
H 3.66 1.43 3.25  0.00
H 2.76 0.91 -1.53  0.00
H 2.10 0.71 4.53  0.00
H 0.22 -0.30 5.77  0.00
H -1.64 -1.37 4.55  0.00
H -3.21 -2.09 3.26  0.00
H -4.80 -3.08 1.64  0.00
H -4.24 -3.04 -0.80  0.00
H -2.10 -1.99 -1.50  0.00
C -3.22 3.55 -0.53  0.00
C -2.69 3.07 0.81  0.00
C -3.78 3.10 1.86  0.00
O -2.26 1.68 0.62  -0.01
B -0.92 1.71 0.35  -0.05
O -0.35 2.94 0.55  -0.01
C -1.36 3.76 1.23  0.00
C -1.07 3.64 2.72  0.00
C -1.21 5.20 0.77  0.00
H -4.03 2.89 -0.85  0.00
H -2.44 3.54 -1.29  0.00
H -3.62 4.56 -0.46  0.00
H -4.68 2.61 1.48  0.00
H -4.05 4.13 2.11  0.00
H -3.47 2.60 2.78  0.00
H -1.17 2.61 3.06  0.00
H -1.74 4.26 3.32  0.00
H -0.05 3.97 2.91  0.00
H -1.26 5.28 -0.31  0.00
H -0.26 5.60 1.10  0.00
H -2.00 5.82 1.20  0.00
C 0.47 -0.35 -4.48  0.00
C -0.92 0.26 -4.38  0.00
C -0.97 0.76 -2.95  0.01
O -0.07 -0.15 -2.20  -0.01
C 0.62 -1.05 -3.15  0.01
H 1.24 0.42 -4.60  0.00
H 0.57 -1.05 -5.31  0.00
H -1.69 -0.49 -4.55  0.00
H -1.07 1.07 -5.08  0.00
H -1.94 0.71 -2.47  0.00
H -0.55 1.76 -2.82  0.00
H 0.10 -2.01 -3.12  0.00
H 1.64 -1.17 -2.79  0.00

- E_LUMO (spin up / spin down) (eV) = -6.67 / -6.77
- charge = +2
- Kohn-Sham gap (spin up / spin down) (eV) = 7.343 / 7.541
- multiplicity = 2
- E_HOMO (spin up / spin down) (eV) = -14.0 / -14.3
- expectation value of S² = 0.756

A structure of composition C25H31F6MgN3S3SbSi. Source: the Open Molecules 2025 dataset; level of theory: ωB97M-V/def2-TZVPD.

Each line ends with the Mulliken spin population.
Positions of all 71 atoms, in Å:
Mg -12.32 6.48 12.04  0.01
C -11.48 6.33 15.56  0.00
N -10.83 7.31 14.67  -0.01
C -11.29 8.69 14.88  0.01
C -9.56 7.06 14.23  0.00
C -8.40 7.77 14.58  0.00
C -7.09 7.33 14.28  0.00
C -6.89 6.29 13.33  0.00
C -8.04 5.68 12.91  0.00
C -9.40 6.02 13.30  0.00
N -10.57 5.50 12.74  -0.01
C -10.71 4.13 12.71  0.01
C -10.15 3.20 13.60  0.00
C -10.41 1.88 13.57  0.00
C -11.42 1.37 12.80  0.00
C -12.06 2.25 11.91  0.00
C -11.67 3.59 11.80  0.00
N -12.20 4.51 10.84  -0.01
C -13.61 4.12 10.45  0.01
C -11.34 4.53 9.62  0.00
H -11.26 6.64 16.54  0.00
H -12.51 6.29 15.24  0.00
H -10.97 5.40 15.34  0.00
H -12.40 8.68 14.68  0.00
H -11.15 9.03 15.97  0.00
H -10.82 9.42 14.21  0.00
H -8.48 8.70 15.08  0.00
H -6.26 7.96 14.59  0.00
H -5.90 6.10 12.96  0.00
H -7.97 5.01 11.99  0.00
H -9.38 3.50 14.31  0.00
H -9.82 1.28 14.26  0.00
H -11.80 0.37 12.90  0.00
H -12.81 1.85 11.24  0.00
H -13.68 3.13 10.00  0.00
H -14.13 4.14 11.38  0.00
H -13.98 4.83 9.76  0.00
H -11.40 3.53 9.17  0.00
H -11.73 5.32 8.92  0.01
H -10.25 4.67 9.85  0.00
S -14.56 1.95 17.50  0.00
C -13.11 2.50 17.19  0.00
S -11.61 2.90 17.17  0.00
S -14.36 6.51 13.35  -0.01
C -16.35 8.41 11.03  0.00
Si -16.16 7.20 12.51  0.01
C -17.31 5.74 12.39  0.00
C -16.95 8.45 13.70  0.00
C -18.37 8.29 13.77  0.00
C -19.08 9.18 14.53  0.00
C -18.42 10.08 15.40  0.00
C -17.03 10.02 15.53  0.00
C -16.26 9.21 14.64  0.00
H -15.54 8.32 10.30  0.00
H -16.41 9.45 11.47  0.00
H -17.20 8.14 10.43  0.00
H -18.30 6.01 12.02  0.00
H -17.26 5.26 13.40  0.00
H -16.90 5.00 11.64  0.00
H -18.91 7.61 13.09  0.00
H -20.14 9.21 14.45  0.00
H -18.92 10.81 16.04  0.00
H -16.58 10.66 16.31  0.00
H -15.18 9.21 14.76  0.00
F -12.81 7.18 10.19  -0.07
Sb -11.56 8.63 9.69  1.02
F -12.94 9.98 10.16  0.03
F -11.26 8.09 11.81  -0.07
F -10.24 9.95 9.49  0.03
F -10.36 7.11 9.42  0.03
F -12.25 9.00 7.86  0.02

- E_LUMO (spin up / spin down) (eV) = 3.23 / 3.23
- charge = -2
- Kohn-Sham gap (spin up / spin down) (eV) = 3.487 / 4.824
- multiplicity = 2
- E_HOMO (spin up / spin down) (eV) = -0.3 / -1.6
- expectation value of S² = 0.753

In order of appearance, max |F| = 0.76 3.28 eV/Å.